No. 1
DFT (ωB97M-V/def2-TZVPD) results for a structure of composition C14H23CrN5SbSe4 at a distorted geometry.

Geometry as XYZ:
```
48
Properties=species:S:1:pos:R:3:forces:R:3:mulliken_spin:R:1
Sb 1.045542 0.609949 -4.241550 -0.41 -0.35 -0.37 0.016
Se -0.180105 2.122144 -1.718255 0.18 0.46 -0.63 -0.185
Se 2.037294 1.420874 -6.230355 0.57 0.41 -0.13 -0.024
Se 2.145914 -1.218553 -1.893545 0.12 -0.04 -0.65 -0.197
Se -0.748622 -0.824426 -5.293631 -0.08 0.00 0.08 0.821
Cr 0.128938 -0.126467 -2.114511 -1.28 -1.40 2.34 2.462
N 3.379928 1.672799 -0.842320 0.22 0.14 0.17 0.003
N -0.347253 -0.688987 0.587807 -0.17 0.08 0.08 -0.008
N -0.388395 0.430221 1.447234 0.07 -0.03 0.23 -0.001
N -1.324458 -1.139920 -2.203059 0.74 0.66 -0.73 -0.060
N 4.791988 3.294083 -0.356932 -0.05 -0.05 0.07 0.000
C -3.606161 -1.771675 -1.765882 0.06 0.05 -0.06 0.088
C 4.669025 2.528050 0.787930 0.03 0.06 0.05 0.001
C -0.383666 1.381799 3.646125 -0.02 0.04 -0.05 0.000
C -4.086718 -3.931108 -0.776866 -0.01 -0.02 -0.02 0.108
C 3.985222 2.726478 -1.306124 0.12 0.07 -0.15 -0.004
C 3.848481 3.247950 -2.694277 -0.29 -0.06 -0.01 0.005
C -2.720641 -4.216452 -0.797321 -0.03 -0.06 0.01 -0.051
C -1.801923 -3.313908 -1.289940 0.08 0.09 -0.04 0.095
C -2.203265 -2.038252 -1.796054 -0.01 -0.08 0.31 -0.022
C -0.624126 -1.099834 3.431517 0.01 0.04 0.07 -0.001
C -0.954454 0.253997 2.792526 0.04 -0.10 -0.04 0.001
C 3.794289 1.537003 0.456353 0.01 -0.06 -0.07 0.002
C -4.503701 -2.694022 -1.271217 -0.06 -0.02 0.01 -0.055
C -2.473601 0.404330 2.676750 0.01 -0.04 0.00 0.001
H -0.497487 2.332485 3.121602 -0.02 0.01 0.01 0.000
H 5.205258 2.754539 1.693501 0.00 0.01 0.00 0.000
H -5.561029 -2.443999 -1.261387 -0.01 0.00 -0.01 -0.004
H -2.896417 -0.411312 2.085770 0.00 0.01 -0.02 0.001
H 0.207485 -1.454934 0.967708 0.00 0.00 -0.12 -0.002
H 0.539767 0.833952 1.480132 -0.04 0.02 -0.19 0.000
H -3.939643 -0.811747 -2.141498 0.00 0.00 0.01 0.006
H -4.802690 -4.651050 -0.398905 0.00 0.01 0.03 0.011
H 3.453862 0.707744 1.056669 -0.02 0.02 0.03 -0.002
H 0.681440 1.221664 3.833966 0.01 0.00 0.00 0.000
H 4.545501 4.061674 -2.901309 0.02 -0.01 -0.01 0.000
H -1.292486 -1.024532 0.432169 0.06 0.09 -0.23 -0.009
H -1.022417 -1.142655 4.449084 0.01 0.00 0.01 0.000
H -2.950506 0.392598 3.661486 0.00 -0.03 0.00 0.000
H -2.367660 -5.169304 -0.412375 0.00 -0.01 -0.01 -0.004
H 2.823188 3.597527 -2.850938 0.06 0.01 0.02 -0.001
H -0.738845 -3.529614 -1.292167 -0.01 -0.01 -0.02 0.010
H -1.066500 -1.921387 2.866777 0.02 0.00 -0.01 0.001
H -0.898392 1.446472 4.607075 0.01 -0.01 0.01 0.000
H 0.457011 -1.256677 3.478794 0.01 0.00 0.00 0.000
H 5.343515 4.124581 -0.466880 -0.01 -0.01 -0.01 0.000
H 4.004489 2.438935 -3.410956 0.07 0.08 0.02 0.000
H -2.706977 1.338969 2.167278 0.00 0.02 0.02 -0.001
```
Forces are in eV/Å.

Results
Spin multiplicity = 4
Energy above the lowest of the compared OMol25 structures with the same formula, charge and spin = 2.264 eV
Molecular weight = 751.0 g/mol
Gap between HOMO and LUMO (alpha / beta) = 4.8800 / 4.8316 eV
LUMO (alpha / beta) = 4.364 / 4.125 eV
Total charge = -2
Calculated total energy = -11711.4626 hartree

No. 2
DFT (ωB97M-V/def2-TZVPD) results for a cluster of 3 separate species, C14H23F9NO8S3 in total.

Geometry as XYZ:
```
58
Properties=species:S:1:pos:R:3:forces:R:3:lowdin_charge:R:1
S -7.518707 0.594386 4.310795 0.10 0.00 -0.07 0.604
S 2.611553 3.641308 -3.270009 -0.06 0.03 0.10 0.596
S -1.252067 0.761414 1.121754 -0.14 0.01 -0.17 0.784
F -0.472826 0.812998 -0.278779 0.01 0.02 0.05 -0.154
F -2.598824 -2.224161 1.178079 0.05 -0.03 -0.11 0.118
F -0.640883 -1.227869 2.706845 0.03 -0.04 0.17 0.158
F -0.686886 -3.280148 1.154191 -0.18 0.04 -0.03 0.114
F -1.711160 2.247233 0.877244 0.07 -0.18 0.06 -0.099
F 0.047148 1.307609 1.864503 -0.13 -0.01 0.00 -0.130
F -2.546748 0.250968 0.355260 0.05 0.12 0.05 -0.128
F 0.673140 -1.026253 1.002575 0.08 0.07 -0.04 0.102
F -2.055875 0.743827 2.479750 0.09 0.06 -0.09 -0.119
O -8.081703 1.890517 4.411536 -0.01 -0.01 0.06 -0.210
O 1.616480 3.723077 -4.272684 0.04 -0.06 -0.04 -0.200
O -5.985463 0.682763 4.769912 -0.03 0.11 -0.04 -0.185
O -8.137495 -0.531330 4.905772 -0.06 0.01 -0.02 -0.209
O -7.225095 0.245678 2.774229 0.00 -0.12 0.07 -0.186
O 2.108530 2.584857 -2.162681 -0.13 -0.04 0.14 -0.226
O 2.566029 4.923523 -2.328754 0.15 -0.09 -0.03 -0.177
O 3.964149 3.355527 -3.585107 0.04 0.03 -0.05 -0.218
N 4.489926 -2.526746 -0.977278 0.51 0.29 0.04 0.163
C 5.366183 -1.758992 -0.432091 -0.22 -0.21 -0.21 0.032
C -1.356795 -2.213935 -0.851513 0.00 -0.11 -0.11 -0.060
C 3.254430 -1.752627 -1.358883 -0.15 0.41 0.71 -0.260
C 4.920210 -0.336920 -0.454025 -0.06 -0.10 -0.55 -0.090
C 2.072310 3.198384 -0.863338 0.07 0.10 0.08 -0.161
C -5.861088 0.535042 2.455975 0.10 0.17 -0.05 -0.167
C -1.342091 -2.182621 0.673240 0.05 0.04 0.07 -0.450
C -5.117526 0.207513 3.736428 0.03 -0.19 -0.06 -0.167
C 1.779685 4.657370 -1.157408 -0.18 -0.02 0.06 -0.142
C -0.616626 -1.010586 1.402284 0.11 -0.09 -0.21 -0.432
C -0.116420 -2.833515 -1.520546 0.13 0.07 -0.25 -0.158
C 0.856047 -1.805736 -2.125871 0.10 -0.14 -0.02 -0.174
C 3.924302 -0.403866 -1.636456 0.08 -0.35 -0.04 -0.085
C 2.278619 -2.373004 -2.338022 0.32 -0.15 -0.31 -0.123
H 1.299285 2.720121 -0.269265 -0.05 -0.06 -0.08 0.110
H 2.279337 -3.457926 -2.181959 -0.09 0.05 -0.08 0.121
H 0.474906 -1.464138 -3.089328 -0.07 0.07 0.11 0.127
H 6.318643 -2.120753 -0.052801 -0.19 -0.14 -0.03 0.164
H 4.403451 -0.114377 0.489413 0.20 0.10 0.01 0.147
H 5.771771 0.324187 -0.612077 -0.14 0.12 0.23 0.136
H 3.046458 3.077690 -0.383413 -0.01 0.02 -0.01 0.133
H 0.425934 -3.487536 -0.837396 -0.13 0.04 0.14 0.111
H 4.642669 -3.517293 -1.131960 -0.20 -0.07 0.15 0.188
H 2.103027 5.324861 -0.364569 0.08 0.05 -0.07 0.141
H -4.974696 -0.868338 3.856956 0.00 0.01 -0.02 0.137
H -5.558146 -0.085809 1.617081 -0.11 -0.06 0.00 0.130
H -2.249757 -2.790551 -1.107351 0.10 -0.03 0.12 0.142
H 0.726021 4.826702 -1.383760 0.01 -0.02 -0.01 0.140
H -4.164327 0.720178 3.815202 -0.04 0.08 0.12 0.115
H -0.464953 -3.476025 -2.333591 0.06 -0.02 0.11 0.126
H 2.741136 -1.636846 -0.392604 -0.14 -0.18 -0.08 0.149
H 4.531815 -0.511048 -2.540622 -0.27 0.23 -0.17 0.141
H -1.527451 -1.218429 -1.256535 -0.06 0.06 0.12 0.116
H 3.220002 0.417507 -1.752167 0.12 0.04 0.17 0.114
H 0.915027 -0.930079 -1.480641 -0.02 0.12 -0.02 0.087
H -5.769959 1.590994 2.191786 0.02 -0.01 0.02 0.136
H 2.605341 -2.198776 -3.367328 0.09 -0.05 0.11 0.128
```
Forces are in eV/Å.

Results
Energy above the lowest of the compared OMol25 structures with the same formula, charge and spin = 0.148 eV
Molecular weight = 600.5 g/mol
Gap between HOMO and LUMO = 8.0114 eV
LUMO = -4.557 eV
Total charge = +1
Calculated total energy = -3296.9398 hartree

No. 3
DFT (ωB97M-V/def2-TZVPD) results for a structure of composition C14H23I2O4P2W at a distorted geometry.

Geometry as XYZ:
```
46
Properties=species:S:1:pos:R:3:forces:R:3:mulliken_spin:R:1
W -1.803484 -0.058824 -1.311386 -1.78 -0.23 0.82 0.987
I -1.971929 0.181195 -4.934478 1.66 0.00 -0.86 -0.006
I -4.007387 0.106403 -3.434994 -1.25 -0.12 1.97 -0.022
P -0.746384 -1.996194 -1.848186 1.67 -4.48 -0.36 0.012
P -0.696243 1.873212 -1.678441 1.81 4.59 0.03 0.025
O 1.897628 -1.881357 1.028655 -1.44 3.13 1.03 0.012
O 2.110753 1.804620 2.096193 -0.38 -0.31 1.77 0.169
O 0.856746 0.070631 0.524437 -1.69 -0.05 -0.64 -0.062
O -1.431260 -0.292974 1.830618 1.23 0.39 -2.48 0.006
C 1.386967 -0.312735 2.782661 -0.47 -2.88 0.38 0.075
C 1.451883 1.490991 4.405500 -0.35 -0.98 1.31 0.096
C -1.412770 3.195218 -2.744888 -0.17 -0.53 -0.24 0.009
C 1.068142 -1.239859 3.791932 0.66 1.38 -1.42 0.085
C 1.077477 0.582908 5.399381 0.42 1.98 -0.45 0.051
C -1.497247 -3.096606 -3.103789 -0.46 0.24 -0.61 0.008
C 1.074534 1.880793 -2.071445 0.23 -0.57 -0.16 0.014
C 1.643558 1.021111 3.086683 0.65 1.55 -0.71 0.242
C -0.948800 -3.059837 -0.349713 -0.14 0.45 0.06 0.018
C -1.053069 -0.149461 0.731901 -1.43 -0.24 1.61 -0.034
C 1.417236 -0.761018 1.352260 1.65 -3.50 -0.68 0.010
C -0.713333 2.732388 -0.049665 -0.07 -0.07 0.19 0.027
C 0.909885 -0.773531 5.119944 0.02 -0.76 -0.66 0.248
C 1.041631 -2.124621 -2.158844 -0.10 0.68 0.05 0.023
H -2.486953 3.310830 -2.547671 0.25 0.02 -0.01 0.000
H 1.435629 2.921653 -2.107356 -0.28 -0.33 -0.03 0.003
H -1.313024 -2.719735 -4.124293 0.04 -0.29 0.42 0.000
H 0.930940 0.946989 6.409506 0.03 -0.03 -0.05 0.007
H 1.265892 -3.139650 -2.487770 -0.16 -0.03 -0.02 0.002
H -2.591088 -3.167373 -2.972505 0.41 -0.01 0.05 0.001
H -1.710314 2.725052 0.405981 0.09 0.08 -0.07 -0.002
H 0.655835 -1.488293 5.891549 0.00 0.12 0.14 -0.002
H 1.616495 2.533582 4.606157 0.03 0.28 0.31 0.002
H -0.241461 -2.755826 0.426974 -0.05 -0.02 -0.17 -0.001
H -1.066948 -4.112362 -2.991995 -0.12 0.63 -0.03 -0.001
H -0.739364 -4.095065 -0.635036 -0.06 0.14 -0.03 0.003
H 1.563029 -1.920367 -1.224144 0.06 0.04 0.02 -0.002
H -1.968494 -2.995668 0.039721 0.00 -0.14 0.01 -0.001
H 1.609427 1.328538 -1.286305 -0.13 0.14 -0.29 0.002
H 0.984017 -2.285616 3.511698 -0.10 0.13 0.17 0.004
H -0.410154 3.777657 -0.200475 -0.11 -0.25 -0.03 0.001
H -0.004870 2.238673 0.625519 -0.17 0.11 -0.23 -0.007
H -1.277717 2.917162 -3.797878 0.00 0.32 0.25 0.000
H 2.405248 2.662072 2.475048 -0.10 -0.29 -0.30 -0.006
H 1.238317 1.395033 -3.042049 0.11 0.20 0.18 0.003
H 1.348970 -1.414366 -2.923017 0.12 -0.02 -0.10 0.001
H -0.897954 4.144638 -2.516010 -0.15 -0.47 -0.14 -0.001
```
Forces are in eV/Å.

Results
Spin multiplicity = 3
Molecular weight = 754.9 g/mol
Gap between HOMO and LUMO (alpha / beta) = 6.3176 / 6.0830 eV
LUMO (alpha / beta) = -12.075 / -12.123 eV
Total charge = +3
Calculated total energy = -2192.2337 hartree